No. 1
This record from the Open Molecules 2025 dataset describes a structure of composition C45H42CrN7O5S3. The level of theory is wB97M-V/def2-TZVPD.

Expectation value of S²: 3.783
Relative energy (zero: lowest compared OMol25 entry of this formula, charge and spin) in kcal per mole: 26.5
Total energy in eV: -128926.405

The geometry in ORCA input format:
```
! RIJCOSX wB97M-V def2-TZVPD def2/J DEFGRID3
* xyz 2 4
H -5.57358 -1.68000 -0.99446
C -2.66080 0.93284 2.87463
C -0.96536 -5.96786 0.50489
C -6.00384 0.45499 0.86362
C 3.89286 1.28211 -1.00738
H -0.89880 -2.50232 3.06390
C 2.05905 5.15671 -1.97481
H 1.31219 -3.53803 -0.13002
C 4.26728 0.23689 2.30023
C 0.77055 -0.27548 6.03924
C 6.05511 -1.26367 1.72959
H 1.96364 5.58606 -2.96418
C 5.16958 -2.10254 1.07029
H 3.90474 1.14213 2.77621
C 4.96075 0.56200 -1.51320
H 4.06486 2.24893 -0.55299
H 1.47564 -2.30781 5.93067
C -4.02336 0.93797 -0.42816
C 0.23841 -5.38333 0.13485
C -1.91474 -3.79678 0.92548
N 1.52407 1.35072 1.25227
H -2.97497 -5.63909 1.18458
H -5.15120 0.06004 -3.09922
H -4.27264 0.96161 -6.21303
C 5.60729 -0.09628 2.34370
H -1.97117 1.01860 0.83670
H -4.24801 -1.44215 -3.35484
H 1.06915 -6.00177 -0.17976
C 1.30136 -0.14004 3.35820
H 0.61057 1.89388 3.42720
Cr -1.20635 0.48356 -2.00418
C -1.42556 -0.81766 1.81061
H 6.30534 0.55046 2.85983
N -0.14033 1.44667 -0.69865
H -3.17430 0.59727 4.92948
H 5.52812 -3.00814 0.59679
H -4.85743 -1.95081 0.59777
H -4.20315 1.95607 -0.07319
C 1.55333 -1.33381 4.02945
C 2.60570 0.75265 -1.11637
N 1.02615 -1.29614 0.86529
N -3.49724 0.88126 -5.56602
H 2.43158 3.60581 1.55929
H 0.13860 1.76940 5.87070
C -4.61166 -0.53785 -3.83683
C -2.04169 -1.03574 4.11870
O 0.23321 0.80798 -3.28846
C 1.63313 3.85735 -1.75146
H 0.56784 -0.32634 7.10231
C 1.77706 3.32743 -0.47422
H -5.30912 -0.81727 -4.62421
C 2.61107 5.89757 -0.93616
O -3.06613 0.68116 -1.17615
C 3.46279 -1.19676 -2.19545
H -2.74959 -3.17733 1.22586
C -2.03141 0.43105 1.74104
H -3.13010 1.90922 2.83576
H 3.11051 -2.42284 0.50363
S 1.70119 -0.13267 1.64763
H 1.96228 -2.19289 3.50658
C -4.77150 -1.37454 -0.32355
C 1.28014 -1.39430 5.38260
S 1.26427 1.65751 -0.33761
N -0.90813 -1.14210 -0.98312
C 3.81721 -1.78769 1.01605
C 0.38172 -4.00516 0.16536
C -3.46451 0.22871 -4.39375
S -0.53909 -1.48023 0.40588
C 2.74373 5.34907 0.33432
N -4.89158 0.04684 -0.00099
H 3.17101 5.93539 1.13785
H 3.29678 -2.15967 -2.66253
H 1.39508 -0.91385 -1.74324
H 5.96070 0.97200 -1.44768
C 0.52823 0.90395 5.34894
H -6.88626 -0.11971 0.59286
O 0.62634 2.01759 -5.13565
H -6.22336 1.51039 0.72414
C -1.40287 -1.54742 3.00394
H 2.94271 6.91231 -1.11842
H -3.80538 -1.56771 -0.78040
O -3.05844 2.38695 -7.78960
C -2.03932 -5.17771 0.89642
H -5.76675 0.26805 1.91026
N -2.25325 0.35022 -3.86416
C -0.69589 -3.23166 0.57449
C 0.79321 0.98671 3.98696
C -1.52380 1.13513 -4.74563
H -2.03781 -1.60059 5.04302
H 7.10680 -1.51911 1.76972
C -2.28663 1.47056 -5.80833
H -0.29286 2.57288 -6.54582
C -0.11293 1.37044 -4.42101
H 5.58032 -1.22760 -2.51988
C 4.74439 -0.67250 -2.11313
C -2.11426 2.27223 -7.05472
C 2.38220 -0.48960 -1.69420
C 2.33366 4.04660 0.57786
H 1.21807 3.26609 -2.56332
O -0.93323 2.81974 -7.25760
C -2.67774 0.19975 4.05237
C 3.39493 -0.61967 1.63202
H -1.06840 -7.04524 0.48573
*
```

Löwdin atomic charge list, values in e, 6 entries: H 0.1030; C -0.0540; C -0.0433; C -0.0039; C -0.0470; H 0.1228

No. 2
This record from the Open Molecules 2025 dataset describes the ion C45H43F2N2O with charge +1. The level of theory is wB97M-V/def2-TZVPD.

Total energy in eV: -57817.115

The geometry in ORCA input format:
```
! RIJCOSX wB97M-V def2-TZVPD def2/J DEFGRID3
* xyz 1 1
C 1.28123 4.33040 -0.49769
H 4.67946 -0.76631 0.18906
H 0.64170 -4.59704 1.90383
C 1.87579 2.15850 -1.68802
C 4.72878 -1.18601 1.20485
F -2.64779 -2.51216 6.18531
H 3.95276 -5.76132 3.16141
H -0.63570 1.94964 0.18907
H 3.23012 2.79449 0.65263
C -2.27751 -0.20890 0.02204
H -2.55171 -1.23232 -2.56573
H -0.79608 -1.26394 -2.95294
H -1.70319 4.22628 -0.24281
F -5.02311 -4.32427 -0.22069
O 0.86068 -1.34622 -1.63671
H 2.11137 4.37596 -6.01115
H 5.62696 -1.81252 1.25700
H 2.77613 -6.39590 1.97623
C -2.11043 -0.37691 1.50975
H -2.74716 4.63718 -2.47605
H -0.58111 -2.85676 0.25740
H -2.73057 0.80357 0.04348
H 0.64562 3.39047 -6.12731
C -3.53313 -1.01012 -0.41685
C -0.53905 0.72153 4.71052
H -1.09861 -0.98034 7.61728
H 0.15521 1.00108 6.72026
H 4.82428 -3.64740 2.20707
C -4.40057 -0.38585 -1.33023
H 0.58710 4.98287 -5.33747
C -5.37476 -1.13593 -1.98109
C 2.22394 -1.61353 1.32750
H -0.86075 -2.56936 1.99014
H -2.61785 2.89473 -4.27483
N 1.91827 1.45851 -0.43247
H -4.26182 0.67697 -1.55453
C -2.26008 2.69838 -3.25880
C 2.08029 2.17374 -4.09766
C -2.05159 -1.14626 4.32993
C 2.34970 1.55424 -2.86989
C -2.28663 3.67529 -2.26732
C 1.27995 0.30204 -0.06157
C -1.79646 1.41956 -2.96516
C 2.70137 0.84599 1.54254
C 0.35655 -0.44841 -0.93627
C -0.46720 0.39430 6.06044
C -1.33286 0.31102 2.39260
C 1.20663 -2.58961 1.43584
C -5.53061 -2.49489 -1.66210
H 3.66863 0.21800 -3.84401
H 2.22789 4.65989 -0.05108
C -1.95932 -1.42776 5.69274
H -2.85270 -1.06408 1.92132
H 2.62120 -0.58227 -2.65202
C 1.47377 -3.88881 1.84422
C -1.17461 -0.69699 6.57599
C 2.75860 -4.26593 2.19916
H -0.00714 1.58915 4.31019
C 3.54863 -2.04661 1.52494
C -1.30412 -0.05161 3.80135
C -3.74642 -2.31730 0.01096
H 0.73098 5.23387 -0.78205
H -0.73309 1.19208 2.12161
C 1.19530 4.08419 -5.47956
H -3.14354 -2.79375 0.78873
C 2.94884 -5.64053 2.75331
N 1.97932 -0.23186 0.99126
C 1.28647 4.12504 -2.96348
C -0.21005 -2.32633 1.14109
C -1.23921 -0.23887 -1.08348
H -1.77135 0.61233 -3.70556
C -1.32855 1.16436 -1.67421
H 2.20847 -5.82314 3.54272
C 2.70777 1.84766 0.65787
C 3.20244 0.32531 -2.85325
C -1.54015 -1.32462 -2.14495
C 1.50661 3.51231 -1.72274
H -0.22930 -1.26089 0.95665
H 0.91478 5.15219 -2.99028
C -1.14878 2.19815 -0.75758
H -1.44656 -2.31555 -1.66821
C 3.79392 -3.34637 1.99959
H 0.69043 3.81529 0.26209
H 3.19461 0.76276 2.49634
H 2.35658 1.66291 -5.02550
H -2.68691 -1.76379 3.69393
C -4.75656 -3.04195 -0.64095
H -6.27401 -3.10216 -2.17631
H 4.86505 -0.36643 1.92124
C -1.71235 3.44583 -1.01444
C 1.50774 3.44677 -4.16022
H -6.01668 -0.64840 -2.72245
H 4.01578 0.40343 -2.11582
*
```

Löwdin atomic charge list, values in e, 6 entries: C -0.0475; H 0.0878; H 0.1417; C -0.1211; C -0.0370; F 0.0408

No. 3
This record from the Open Molecules 2025 dataset describes a structure of composition C45H43HfN3OS4Te. The level of theory is wB97M-V/def2-TZVPD.

Expectation value of S²: 0.781
Relative energy (zero: lowest compared OMol25 entry of this formula, charge and spin) in kcal per mole: 83.3
Total energy in eV: -105816.633

The geometry in ORCA input format:
```
! RIJCOSX wB97M-V def2-TZVPD def2/J DEFGRID3
* xyz 1 2
H -0.34170 5.99422 5.16776
H 1.70592 4.26528 -4.94273
C -4.27671 -0.05691 -0.80813
H -2.87497 -6.90841 -0.22555
C 0.74645 3.82212 -4.68390
C -3.26892 -1.95323 -1.96475
H -0.74705 0.00609 -4.29383
S 3.03605 -0.96182 0.13835
S -0.68595 -2.67924 2.84289
H -3.59021 1.69221 -4.06628
C 3.43777 -0.81270 5.46985
C -3.02102 0.38776 -0.09703
C -3.36750 1.50749 0.86949
C -1.66637 2.74470 -3.86655
C -2.44521 -6.08796 0.33735
C -1.28793 -0.83519 -0.62773
C -4.37152 -1.23018 -1.53584
C -0.39015 5.74200 -5.87342
H 7.14098 -3.41173 -0.56659
H -4.20850 -5.74335 1.51544
Hf 0.54000 -0.90469 1.52391
H -1.20803 5.75848 -6.59394
C 0.30011 3.94249 5.16933
H 5.61383 -1.47571 -0.75631
C -2.28336 -0.84267 0.55138
S 1.02357 -4.13622 0.26083
C 0.35726 2.76145 4.44994
C 3.66113 -3.52274 1.13061
C -0.57299 -4.63836 0.81932
H 4.22283 -5.47407 1.80663
N 0.10631 -1.14486 -0.45601
C -1.13504 -5.70097 0.10523
H 2.29063 -2.50663 -1.50293
H 0.69739 3.98525 6.17725
C 2.16392 2.23184 -3.53673
H 3.70773 -1.84924 5.66823
C -1.59580 3.93958 -4.58406
O 0.00043 0.32328 3.14598
H 2.76999 3.13758 -3.48564
H -0.53328 -6.21855 -0.63400
C 2.29358 -1.42190 -1.48107
H 0.77719 1.86510 4.88669
H 0.54904 5.84445 -6.41912
C 4.53353 -4.60391 1.23952
C -3.18835 -5.43646 1.31223
H -1.12679 3.80445 1.58385
C 0.75358 2.63391 -3.95956
H -2.86982 -1.74598 0.68614
H 2.31724 0.79079 6.42716
C -0.79873 5.01487 3.31338
C -0.13672 2.70640 3.14605
H 1.50714 -0.78280 6.48323
H -5.17669 0.53244 -0.63698
C -0.48127 1.99376 -3.61633
H 1.41962 -0.31589 -3.46210
C 5.30973 -2.36012 -0.20312
H -2.76595 0.37630 -3.02594
C -0.01918 1.41145 2.42612
Te -0.38060 2.20849 -0.57905
H -3.41778 -2.93007 -2.41407
H -1.26462 5.89090 2.87480
C -2.62749 -4.39926 2.04186
H -1.85840 -0.56115 1.51836
C -0.41397 4.47345 -5.05902
C 0.90453 -0.86125 -1.58959
H -3.20388 -3.89739 2.81399
C -0.60911 0.44734 -3.30002
H 2.90144 -0.46304 7.52451
N 2.35298 -0.75851 3.09204
S 2.11076 -3.58966 1.97992
H -3.14642 2.02572 -2.38985
H 2.19586 1.76975 -2.56045
H -2.56368 1.70110 1.57896
C 4.05394 -2.39433 0.39681
C 6.16681 -3.44685 -0.09193
C -1.32222 -3.96591 1.80096
H 2.93541 -1.04614 -2.27223
C 5.77961 -4.56701 0.62957
N 0.14538 1.17003 1.13351
H -4.25915 1.23785 1.44426
H 6.44777 -5.41569 0.71873
H 4.36207 -0.23942 5.44615
H -3.67556 3.32579 -3.43096
H -2.52379 4.47229 -4.77811
C -0.28163 5.07109 4.60072
C 2.47291 -0.28160 6.54060
H -1.19771 -2.03139 -2.49458
C 2.84365 -0.76959 4.12153
C -3.08786 2.40830 -3.40768
C 0.61575 -0.25240 -2.74712
H -5.36380 -1.60116 -1.78367
C -1.74058 0.60577 -1.04504
C -0.72003 3.83907 2.58022
H 2.64827 1.56675 -4.25954
C -1.86089 0.11533 -2.49731
H -0.50020 6.62156 -5.23394
C -1.89114 -1.36773 -1.98385
H -3.57387 2.43571 0.33254
*
```

Löwdin atomic charge list, values in e, 6 entries: H 0.1118; H 0.1209; C -0.0086; H 0.1094; C -0.0217; C -0.0030